Below is a cluster of 6 separate species, C30H68N2O20P5 in total, with properties calculated with ωB97M-V/def2-TZVPD.

lowest unoccupied orbital energy	-2.02	eV
frontier orbital gap	1.234	eV
max |F|	10.1	eV Å⁻¹

```
! wB97M-V def2-TZVPD RIJCOSX def2/J DEFGRID3
* xyz -1 1
C -1.501 1.995 -3.975
C -2.073 0.714 -3.160
C -3.656 0.760 -2.821
C -1.207 -0.357 -2.745
C -0.505 -1.390 -3.736
C 0.339 -2.543 -2.984
C 1.490 -1.940 -2.037
C 2.930 -2.242 -2.714
C 1.534 -2.629 -0.562
C 1.108 -1.610 0.619
N 2.227 -1.200 1.500
C 2.897 -0.033 1.018
C 4.459 0.133 0.950
C 5.212 1.379 0.487
N 4.502 2.537 0.067
C 3.090 2.429 0.087
C 2.170 1.289 0.523
H -2.170 2.907 -3.779
H -1.513 1.810 -5.100
H -0.455 2.205 -3.564
H -3.800 0.781 -1.680
H -4.219 -0.105 -3.298
H -4.068 1.767 -3.200
H -0.995 -0.495 -1.619
H 0.179 -0.823 -4.470
H -1.304 -1.915 -4.370
H 0.842 -3.176 -3.801
H -0.421 -3.200 -2.447
H 1.381 -0.812 -1.868
H 3.740 -2.222 -1.904
H 3.142 -1.416 -3.475
H 2.913 -3.242 -3.273
H 0.756 -3.485 -0.613
H 2.531 -3.123 -0.324
H 0.495 -0.755 0.174
H 0.374 -2.206 1.289
H 5.091 -0.757 1.307
H 6.358 1.397 0.505
H 2.533 3.365 -0.292
H 1.028 1.355 0.506
C -9.056 1.866 -5.879
O -8.463 1.957 -4.584
P -7.788 3.500 -4.215
O -7.063 2.892 -3.019
O -9.273 4.056 -3.780
C -10.058 3.301 -2.865
O -7.137 5.058 -3.918
C -7.069 5.514 -2.577
H -9.551 0.898 -5.969
H -9.798 2.658 -6.021
H -8.283 1.944 -6.647
H -9.449 2.646 -2.239
H -10.787 2.707 -3.419
H -10.596 3.998 -2.220
H -6.259 5.012 -2.045
H -8.016 5.363 -2.056
H -6.850 6.584 -2.599
C -10.494 -0.412 1.813
O -11.136 0.754 1.295
P -12.330 0.439 0.092
O -12.340 1.918 -0.279
O -13.442 0.117 1.260
C -13.627 1.044 2.321
O -13.490 0.047 -1.107
C -14.592 0.919 -1.288
H -9.848 -0.116 2.640
H -11.233 -1.131 2.179
H -9.885 -0.876 1.033
H -13.310 2.053 2.050
H -13.070 0.706 3.198
H -14.689 1.066 2.571
H -14.277 1.826 -1.808
H -15.061 1.173 -0.336
H -15.326 0.406 -1.912
C 12.331 -0.910 -1.275
O 11.135 -0.537 -0.590
P 9.843 -0.052 -1.624
O 9.078 0.532 -0.441
O 9.430 -1.624 -1.880
C 9.223 -2.481 -0.766
O 8.677 0.439 -2.780
C 7.302 0.281 -2.456
H 13.040 -1.306 -0.547
H 12.124 -1.679 -2.024
H 12.769 -0.033 -1.758
H 8.965 -1.929 0.139
H 10.125 -3.072 -0.592
H 8.404 -3.159 -1.007
H 6.992 1.040 -1.737
H 7.095 -0.717 -2.067
H 6.722 0.424 -3.370
C 4.423 -7.182 1.774
O 3.059 -6.787 1.906
P 2.518 -6.626 3.536
O 1.064 -6.582 3.078
O 3.160 -5.117 3.626
C 2.838 -4.154 2.623
O 2.121 -6.551 5.204
C 1.098 -5.658 5.611
H 4.696 -7.142 0.718
H 5.077 -6.508 2.335
H 4.549 -8.205 2.137
H 1.895 -4.375 2.121
H 3.645 -4.115 1.889
H 2.758 -3.177 3.100
H 0.118 -6.053 5.337
H 1.239 -4.665 5.182
H 1.139 -5.576 6.699
C 7.864 1.460 3.176
O 7.261 1.704 4.448
P 7.785 3.152 5.218
O 7.167 2.708 6.541
O 6.720 4.035 4.331
C 5.350 3.650 4.296
O 8.436 4.599 5.869
C 7.637 5.354 6.762
H 7.384 0.591 2.724
H 7.733 2.321 2.515
H 8.929 1.252 3.306
H 5.063 3.058 5.167
H 5.156 3.081 3.384
H 4.743 4.557 4.275
H 7.594 4.867 7.738
H 6.630 5.502 6.368
H 8.108 6.331 6.889
*
```

Here are the Löwdin charges for atoms 1 to 6, given in e: -0.09 -0.28 -0.08 -0.10 -0.20 -0.19

***

Below is the molecule C3H7N5, with properties calculated with ωB97M-V/def2-TZVPD.

lowest unoccupied orbital energy	0.61	eV
frontier orbital gap	8.765	eV
relative energy (zero: lowest compared OMol25 entry of this formula, charge and spin)	5.246	eV
max |F|	7.4	eV Å⁻¹

```
! wB97M-V def2-TZVPD RIJCOSX def2/J DEFGRID3
* xyz 0 1
H -4.063 -0.221 -0.306
N -2.987 0.185 -0.109
C -2.120 -0.862 -0.174
N -0.914 -0.683 0.225
N -0.692 0.592 0.402
C 0.384 1.275 -0.113
N 1.665 0.936 -0.226
N 1.869 -0.447 0.003
C 3.148 -0.806 -0.023
H -2.401 -2.011 -0.535
H -0.200 -1.400 -0.134
H -1.627 1.149 0.673
H 0.015 2.387 -0.133
H 3.768 0.139 -0.256
H 3.456 -1.758 0.487
*
```

Here are the Löwdin charges for atoms 1 to 6, given in e: 0.10 -0.03 -0.35 -0.07 -0.06 -0.18

***

Below is a cluster of 2 separate species, C3H5N2P in total, with properties calculated with ωB97M-V/def2-TZVPD.

lowest unoccupied orbital energy (spin up / spin down)	-1.39 / -2.66	eV
frontier orbital gap (spin up / spin down)	6.830 / 5.546	eV
relative energy (zero: lowest compared OMol25 entry of this formula, charge and spin)	3.780	eV
max |F|	5.9	eV Å⁻¹

```
! wB97M-V def2-TZVPD RIJCOSX def2/J DEFGRID3
* xyz 0 1
C 1.642 1.250 0.040
C 0.352 0.813 -0.106
C -2.117 -1.116 0.057
N 2.535 0.255 0.072
N 0.315 -0.567 -0.181
P 1.828 -1.215 -0.001
H 2.099 2.227 0.164
H -0.605 1.262 -0.041
H -1.811 -1.465 0.963
H -2.281 0.016 -0.026
H -1.957 -1.460 -0.941
*
```

Here are the Löwdin charges for atoms 1 to 6, given in e: -0.32 -0.27 0.22 -0.29 -0.27 0.75

***

Below is a structure of composition C16H34AsCoN4O4, with properties calculated with ωB97M-V/def2-TZVPD.

lowest unoccupied orbital energy (spin up / spin down)	-2.87 / -2.12	eV
frontier orbital gap (spin up / spin down)	8.576 / 9.262	eV
relative energy (zero: lowest compared OMol25 entry of this formula, charge and spin)	1.685	eV
expectation value of S²	0.76
max |F|	1.3	eV Å⁻¹

```
! wB97M-V def2-TZVPD RIJCOSX def2/J DEFGRID3
* xyz 1 2
Co -1.007 0.241 -0.298
N -2.601 0.467 -1.968
C -4.011 0.514 -1.562
C -4.324 -0.595 -0.556
C -3.440 -0.338 0.666
O -3.854 0.373 1.581
O -2.270 -0.849 0.632
H -2.374 1.306 -2.496
H -2.449 -0.332 -2.582
H -4.670 0.419 -2.435
H -4.191 1.479 -1.084
H -4.090 -1.572 -0.979
H -5.376 -0.549 -0.277
N 0.206 -0.088 -1.785
C 1.067 -0.718 -2.247
N 2.053 -1.333 -2.807
C 2.873 -2.236 -2.002
C 2.240 -3.629 -1.989
C 2.056 -4.140 -3.418
C 1.272 -3.135 -4.260
C 1.928 -1.754 -4.200
H 2.958 -1.834 -0.990
H 3.866 -2.265 -2.461
H 1.273 -3.570 -1.482
H 2.876 -4.312 -1.423
H 1.529 -5.094 -3.402
H 3.034 -4.310 -3.872
H 0.250 -3.056 -3.881
H 1.223 -3.473 -5.295
H 1.340 -1.017 -4.750
H 2.938 -1.784 -4.621
C 1.797 2.324 0.194
N 2.259 1.497 1.290
C 3.412 2.000 2.008
C 1.677 0.330 1.591
C 2.254 -0.440 2.755
O 0.722 -0.149 0.969
H 1.708 3.359 0.524
H 0.818 1.979 -0.142
H 2.499 2.278 -0.642
H 3.800 2.865 1.476
H 4.204 1.252 2.074
H 3.144 2.309 3.021
H 3.294 -0.705 2.573
H 1.677 -1.351 2.888
H 2.209 0.144 3.670
C -3.448 3.011 2.736
As -1.877 1.914 2.403
C -0.442 3.021 3.185
C -1.725 0.294 3.485
O -1.499 1.894 0.783
H -3.621 3.076 3.810
H -4.314 2.569 2.249
H -3.252 4.011 2.341
H -0.786 3.488 4.106
H -0.172 3.803 2.477
H 0.434 2.412 3.399
H -1.267 0.558 4.437
H -1.115 -0.430 2.942
H -2.714 -0.128 3.641
*
```

Here are the Löwdin charges for atoms 1 to 6, given in e: 0.60 0.01 -0.22 -0.09 -0.64 -0.04

***

Below is a structure of composition C5H14N2, with properties calculated with ωB97M-V/def2-TZVPD.

lowest unoccupied orbital energy	-0.36	eV
frontier orbital gap	5.643	eV
relative energy (zero: lowest compared OMol25 entry of this formula, charge and spin)	5.902	eV
max |F|	3.6	eV Å⁻¹

```
! wB97M-V def2-TZVPD RIJCOSX def2/J DEFGRID3
* xyz 0 1
C 1.134 -1.298 0.465
C 1.857 -0.070 0.044
C 1.562 1.186 0.644
C 0.419 1.388 1.574
N -0.981 0.718 -0.733
C -1.528 -0.440 -1.450
N -2.347 -1.171 -0.481
H 0.043 -1.173 0.419
H 1.370 -1.619 1.483
H 1.407 -2.145 -0.165
H 2.808 -0.305 -0.419
H 2.200 2.021 0.375
H 1.011 0.724 -0.459
H -0.213 2.205 1.247
H 0.676 1.396 2.635
H -0.158 0.488 1.393
H -0.659 1.372 -1.451
H -0.691 -1.061 -1.822
H -2.092 -0.094 -2.327
H -3.019 -1.703 -1.006
H -2.800 -0.419 0.033
*
```

Here are the Löwdin charges for atoms 1 to 6, given in e: -0.08 -0.13 -0.10 -0.08 -0.18 -0.51

***

Below is a cluster of 13 separate species, C13H52O13 in total, with properties calculated with ωB97M-V/def2-TZVPD.

lowest unoccupied orbital energy	0.09	eV
frontier orbital gap	9.343	eV
relative energy (zero: lowest compared OMol25 entry of this formula, charge and spin)	2.099	eV
max |F|	2.1	eV Å⁻¹

```
! wB97M-V def2-TZVPD RIJCOSX def2/J DEFGRID3
* xyz 0 1
C -1.513 3.005 4.098
O -1.010 1.670 4.159
H -1.254 3.610 4.966
H -1.142 3.501 3.193
H -2.607 2.990 4.049
H -1.620 1.193 3.588
C -0.857 0.313 -0.070
O -1.376 -0.822 -0.773
H -0.953 0.291 1.011
H 0.211 0.179 -0.293
H -1.128 1.317 -0.411
H -1.043 -0.669 -1.670
C 0.805 -0.206 -3.413
O -0.212 -1.214 -3.358
H 0.580 0.683 -2.827
H 1.777 -0.597 -3.099
H 1.059 0.081 -4.438
H -0.463 -1.450 -4.256
C 3.557 -1.749 0.263
O 2.937 -1.136 -0.841
H 3.057 -1.603 1.222
H 3.474 -2.816 0.051
H 4.622 -1.508 0.317
H 2.819 -0.170 -0.753
C 4.363 2.268 0.139
O 3.262 1.548 -0.402
H 4.362 3.347 -0.065
H 4.315 2.212 1.232
H 5.332 1.911 -0.208
H 2.602 1.671 0.303
C 1.523 3.982 1.350
O 0.949 2.773 0.912
H 2.012 3.861 2.324
H 2.296 4.358 0.679
H 0.814 4.775 1.613
H 0.822 2.833 -0.052
C 2.155 0.056 3.418
O 1.313 0.314 2.320
H 3.219 0.230 3.217
H 1.873 0.662 4.281
H 2.081 -1.001 3.671
H 1.213 1.254 2.130
C -0.637 4.205 -1.691
O 0.574 3.467 -1.758
H -0.490 5.269 -1.903
H -1.289 3.819 -2.481
H -1.104 4.096 -0.714
H 0.755 3.190 -2.656
C 0.677 -2.946 0.811
O -0.607 -3.525 0.970
H 1.495 -3.541 1.206
H 0.845 -2.897 -0.273
H 0.728 -1.899 1.119
H -1.262 -2.998 0.504
C -2.421 -1.555 2.950
O -2.673 -2.932 3.091
H -1.489 -1.121 3.317
H -2.680 -1.304 1.910
H -3.196 -0.980 3.479
H -1.859 -3.436 2.970
C -3.198 1.298 -3.522
O -4.135 1.553 -2.494
H -3.709 1.285 -4.494
H -2.557 2.174 -3.632
H -2.661 0.364 -3.355
H -4.663 0.767 -2.328
C -3.589 -3.440 -0.387
O -3.905 -2.113 -0.740
H -2.832 -3.951 -0.989
H -3.387 -3.558 0.685
H -4.518 -4.008 -0.513
H -3.099 -1.569 -0.710
C 0.702 -4.508 -2.670
O -0.609 -4.000 -2.434
H 1.426 -3.708 -2.798
H 0.980 -5.218 -1.888
H 0.688 -5.170 -3.544
H -0.535 -3.055 -2.614
*
```

Here are the Löwdin charges for atoms 1 to 6, given in e: -0.15 -0.12 0.08 0.06 0.08 0.05

***

Below is a cluster of 2 separate species, C9H16Br2Si in total, with properties calculated with ωB97M-V/def2-TZVPD.

lowest unoccupied orbital energy (spin up / spin down)	-0.98 / -0.62	eV
frontier orbital gap (spin up / spin down)	6.953 / 7.080	eV
relative energy (zero: lowest compared OMol25 entry of this formula, charge and spin)	0.982	eV
max |F|	3.4	eV Å⁻¹

```
! wB97M-V def2-TZVPD RIJCOSX def2/J DEFGRID3
* xyz 0 1
C -3.320 -3.067 -1.685
C -2.072 -2.593 -1.947
C 2.950 1.139 1.194
C 1.845 1.330 2.276
C 2.425 1.419 -0.218
C 0.690 0.438 1.911
C 1.003 0.761 -0.485
C 0.006 0.914 0.657
C -1.925 -1.268 -2.526
Si -1.665 0.295 -0.046
Br -3.392 1.823 -0.102
Br -2.607 -1.198 1.357
H -3.549 -4.119 -1.525
H -4.166 -2.474 -1.947
H -1.091 -3.105 -1.658
H 3.745 1.770 1.530
H 3.064 0.056 1.210
H 2.254 0.951 3.211
H 1.617 2.389 2.414
H 2.219 2.494 -0.387
H 3.164 1.079 -0.955
H 1.009 -0.576 1.793
H 0.054 0.372 2.801
H 0.543 1.080 -1.462
H 1.068 -0.279 -0.568
H -0.276 2.028 0.882
H -2.644 -0.525 -2.713
H -0.950 -1.135 -3.010
*
```

Here are the Löwdin charges for atoms 1 to 6, given in e: -0.02 -0.31 -0.19 -0.20 -0.17 -0.27

***

Below is a cluster of 11 separate species, H20NO13 in total, with properties calculated with ωB97M-V/def2-TZVPD.

lowest unoccupied orbital energy	2.93	eV
frontier orbital gap	10.091	eV
relative energy (zero: lowest compared OMol25 entry of this formula, charge and spin)	0.000	eV
max |F|	2.0	eV Å⁻¹

```
! wB97M-V def2-TZVPD RIJCOSX def2/J DEFGRID3
* xyz -1 1
N -1.313 1.452 -0.304
O -0.805 0.983 -1.368
O -2.450 1.138 0.049
O -0.652 2.292 0.364
O 0.160 -1.599 1.210
H 0.095 -0.845 1.820
H -0.750 -1.733 0.889
O -2.678 2.874 3.088
H -1.882 3.378 2.851
H -2.718 2.328 2.272
O 0.305 0.249 -4.497
H 0.475 0.695 -3.685
H 0.595 -0.660 -4.413
O -1.561 -1.601 -2.762
H -0.593 -1.714 -2.830
H -1.567 -0.621 -2.710
O 1.879 1.475 -0.406
H 2.230 2.275 -0.066
H 1.082 1.666 -0.884
O 2.152 -2.057 -3.125
H 3.008 -2.015 -3.535
H 2.240 -1.809 -2.178
O 0.059 0.889 2.619
H -0.703 1.213 3.081
H 0.021 1.458 1.824
O -2.236 -1.843 -0.020
H -2.147 -1.764 -0.981
H -2.328 -0.906 0.336
O 2.424 -1.364 -0.376
H 2.391 -0.416 -0.234
H 1.643 -1.564 0.183
O 1.223 -0.486 4.962
H 1.092 0.022 4.166
H 1.309 -1.390 4.661
*
```

Here are the Löwdin charges for atoms 1 to 6, given in e: -0.54 -0.03 0.00 -0.07 -0.07 0.01